# 1
119
Properties=species:S:1:pos:R:3 method="wB97M-V/def2-TZVPD" homo_energy_ev=-10.350 e_lumo_ev=0.464 total_charge=0
C 9.7998 -8.9591 -22.8725
O 8.5614 -9.6410 -23.0212
P 7.2746 -9.3193 -22.1149
O 7.2854 -9.6871 -20.7105
O 7.0864 -7.7534 -22.3717
C 6.5766 -7.2448 -23.5988
O 6.0509 -9.9694 -22.9170
C 5.8116 -11.3731 -22.8044
H 10.5174 -9.6423 -22.4201
H 9.7563 -8.0068 -22.3444
H 10.1557 -8.7292 -23.8791
H 7.0058 -6.2615 -23.7559
H 5.4883 -7.2772 -23.6268
H 6.8816 -7.8524 -24.4582
H 6.3858 -11.8300 -21.9940
H 6.1132 -11.8434 -23.7381
H 4.7739 -11.5544 -22.5330
C 7.8905 -1.7024 -18.9629
O 7.9875 -2.7340 -17.9746
P 8.5619 -2.2984 -16.5779
O 9.9417 -1.8370 -16.5476
O 8.2748 -3.4723 -15.5395
C 6.9375 -3.8851 -15.3095
O 7.5314 -1.1398 -16.1618
C 7.7290 -0.4231 -14.9361
H 8.2563 -2.1011 -19.9104
H 8.5154 -0.8330 -18.7644
H 6.8542 -1.4035 -19.1108
H 6.3887 -3.4163 -14.4903
H 6.9126 -4.9540 -15.1007
H 6.3234 -3.7379 -16.2013
H 8.0158 0.5715 -15.2658
H 8.4932 -0.8672 -14.2979
H 6.8248 -0.4138 -14.3295
C 8.4455 -3.3192 -32.9088
O 8.6085 -4.5592 -32.2172
P 9.9002 -4.8358 -31.3155
O 11.0854 -3.9923 -31.5829
O 9.4270 -4.7798 -29.8014
C 10.3820 -4.6982 -28.7515
O 10.1385 -6.3957 -31.5224
C 11.1752 -6.8711 -32.3791
H 7.5327 -2.8658 -32.5206
H 8.3073 -3.4189 -33.9849
H 9.3191 -2.6935 -32.7248
H 10.1806 -3.7699 -28.2123
H 11.4323 -4.6843 -29.0327
H 10.1800 -5.4831 -28.0228
H 11.9701 -7.1523 -31.6892
H 11.6137 -6.2334 -33.1478
H 10.8620 -7.7508 -32.9409
C 9.8271 2.4915 -25.9215
O 10.8963 1.5907 -25.6341
P 11.8354 0.9804 -26.7935
O 11.1450 0.3368 -27.9174
O 12.7576 0.0352 -25.8923
C 13.5570 0.6483 -24.8622
O 12.7998 2.2040 -27.2025
C 13.5057 2.0455 -28.4357
H 8.8716 2.0644 -25.6160
H 9.7449 2.7241 -26.9839
H 10.0355 3.3831 -25.3308
H 12.9473 0.8899 -23.9930
H 14.2159 1.3833 -25.3135
H 14.1870 -0.1673 -24.4905
H 14.5394 2.3641 -28.3056
H 13.0313 2.5577 -29.2670
H 13.6152 0.9960 -28.7217
C 5.6715 -3.4132 -24.3884
O 6.6659 -3.2379 -23.4146
P 8.2318 -3.3053 -23.7485
O 8.6306 -4.3042 -24.7382
O 8.4919 -1.7927 -24.2298
C 8.5247 -1.4807 -25.6227
O 8.8687 -3.3521 -22.3088
C 8.9633 -4.5225 -21.5173
H 4.7877 -2.8379 -24.1022
H 5.3126 -4.4359 -24.5219
H 5.9367 -3.0317 -25.3785
H 8.7445 -2.3153 -26.2893
H 9.3435 -0.7801 -25.7840
H 7.5567 -1.0366 -25.8558
H 9.6527 -5.2329 -21.9786
H 7.9964 -5.0167 -21.3816
H 9.3342 -4.3204 -20.5137
C 14.8314 -2.2570 -20.8597
O 14.3959 -3.5811 -21.0423
P 12.8426 -3.9076 -21.2468
O 12.0203 -3.3541 -20.1740
O 12.4353 -3.4120 -22.6882
C 11.8374 -2.1460 -22.8959
O 12.8453 -5.4653 -21.4172
C 13.9449 -6.1357 -22.0705
H 15.4814 -2.2295 -19.9806
H 14.0347 -1.5450 -20.6300
H 15.4282 -1.8441 -21.6759
H 10.7910 -2.1295 -23.1992
H 12.3895 -1.5744 -23.6389
H 11.7461 -1.5535 -21.9812
H 14.3005 -5.5022 -22.8817
H 13.5858 -7.0912 -22.4405
H 14.7454 -6.3031 -21.3524
C 4.2541 -7.8298 -20.8838
O 3.7182 -6.7411 -20.1466
P 3.9356 -6.6730 -18.5713
O 3.7651 -7.9251 -17.8359
O 5.4214 -6.0881 -18.4111
C 5.8740 -5.0159 -19.2467
O 2.9748 -5.4413 -18.1619
C 3.1216 -4.8143 -16.9360
H 4.3571 -7.5633 -21.9291
H 3.5465 -8.6654 -20.8959
H 5.1709 -8.2401 -20.4633
H 5.4847 -5.0142 -20.2612
H 6.9607 -5.0299 -19.1767
H 5.5822 -4.0936 -18.7283
H 2.7069 -5.4188 -16.1139
H 2.6621 -3.8259 -16.8773
H 4.0961 -4.6012 -16.4621

# 2
21
Properties=species:S:1:pos:R:3 method="wB97M-V/def2-TZVPD" homo_energy_ev="-13.238 / -13.233" spin_multiplicity=2 e_lumo_ev="-3.740 / -8.919" total_charge=+1
C 0.8002 -1.0485 -0.4980
C 1.6665 -0.7906 0.7922
C 2.5024 0.5085 0.7928
N 1.6145 1.6945 1.0493
C -0.1801 -0.0209 -0.8982
N -0.9927 -0.2589 -2.1705
H 1.4902 -1.3258 -1.3437
H 0.2242 -1.9228 -0.0971
H 0.8244 -0.7724 1.5423
H 2.4580 -1.5802 0.9126
H 3.2755 0.6870 1.6499
H 3.1702 0.5679 -0.0650
H 2.2280 2.5490 0.9170
H 1.6229 1.6262 2.0946
H 0.4676 0.8323 -1.1360
H -0.8448 0.4681 -0.1668
H -1.6986 0.5765 -2.2845
H -1.4480 -1.1326 -2.1779
H -3.6747 0.1699 0.5695
H -4.4200 -1.0273 1.1057
O -4.5951 -0.2070 0.6493

# 3
7
Properties=species:S:1:pos:R:3 method="wB97M-V/def2-TZVPD" homo_energy_ev=-8.686 e_lumo_ev=-1.366 total_charge=0
C 0.0248 -0.2029 -1.6730
C -0.0921 0.9722 -2.0400
O -0.6345 -0.9052 1.7150
C 0.1554 -0.2074 2.2195
O 0.9410 0.5689 2.5556
H -0.2135 1.9631 -2.4461
Cu -0.1810 -2.1887 -0.3310

# 4
14
Properties=species:S:1:pos:R:3 method="wB97M-V/def2-TZVPD" homo_energy_ev=-11.371 e_lumo_ev=0.433 total_charge=0
N -1.2506 1.4682 -0.3200
S -1.6269 -0.0733 0.0727
O -1.4897 -0.1286 1.5190
O -2.7245 -0.5110 -0.7447
O -0.3941 -0.9545 -0.5587
C 0.8020 -1.1211 0.2093
C 1.8007 0.0216 -0.0214
F 1.4460 1.1495 0.6045
F 3.0086 -0.3880 0.4243
F 1.9194 0.3227 -1.3122
H -1.2749 2.0041 0.6637
H -1.9591 1.8317 -1.0315
H 1.3139 -2.0525 -0.1521
H 0.5872 -1.2966 1.2939

# 5
22
Properties=species:S:1:pos:R:3 method="wB97M-V/def2-TZVPD" homo_energy_ev=-13.174 e_lumo_ev=-3.980 total_charge=+1
C 2.3157 0.5426 -1.0421
C 1.8591 -0.2455 -0.0714
C 1.8504 -0.9589 1.1604
C 0.7251 -1.0795 0.1949
C -0.6582 -0.5003 0.1120
C -1.7118 -1.3208 -0.3035
N -2.9747 -0.9329 -0.5712
C -3.1887 0.3804 -0.4350
C -2.2732 1.2250 -0.0421
C -0.9255 0.8845 0.3089
N -0.1930 1.9972 0.7578
H 1.7432 0.6068 -1.9028
H 3.0895 1.2263 -0.6840
H 1.6118 -0.5879 2.1202
H 2.4266 -1.8988 1.1548
H 0.7300 -2.0138 -0.2897
H -1.3574 -2.3856 -0.3703
H -3.6119 -1.5211 -0.9995
H -4.2620 0.7744 -0.6017
H -2.4416 2.3176 -0.0314
H 0.6567 1.8799 1.0321
H -0.6495 2.7562 1.1417

# 6
143
Properties=species:S:1:pos:R:3 method="wB97M-V/def2-TZVPD" homo_energy_ev=-5.488 e_lumo_ev=1.782 total_charge=-1
C 1.8747 4.2591 7.7458
O 2.3647 2.9806 8.0628
C 2.0443 2.0298 7.0617
C 2.3807 0.6239 7.5566
C 3.3361 -0.1452 6.6367
C 3.1167 -1.6548 6.6614
C 4.3056 -2.4790 6.1515
C 3.9259 -3.5930 5.1526
C 4.4253 -3.3406 3.7261
C 4.0048 -1.9674 3.1755
C 3.9682 -1.9092 1.6498
C 3.4540 -0.5985 1.0386
P 1.6208 -0.2135 0.6659
C 0.8678 -1.7414 1.5308
C -0.6406 -1.8021 1.3363
O -1.2588 -2.6360 2.3949
C -1.7998 -1.9259 3.4068
C -1.0682 -2.0821 4.7038
O -2.7904 -1.2509 3.2895
C 1.3016 0.9323 2.2438
F -0.0574 0.9231 2.5311
F 1.8864 0.4479 3.4027
C 1.7264 2.3526 2.0643
C 0.8509 3.2750 1.5115
C 1.2495 4.5854 1.3042
C 2.5293 4.9919 1.6415
C 3.4041 4.0662 2.1933
C 4.7786 4.5129 2.5567
F 5.4292 5.0837 1.5130
F 4.7749 5.4400 3.5484
F 5.5673 3.5056 2.9945
C 3.0108 2.7598 2.4089
S 1.7094 -1.3796 -1.3194
C 2.5427 -0.3436 -2.5108
O 2.4791 -2.6281 -1.2570
O 0.3408 -1.5215 -1.8335
H 2.2663 4.6127 6.7874
H 0.7808 4.2617 7.7091
H 2.2015 4.9435 8.5252
H 2.5921 2.2615 6.1426
H 0.9745 2.1091 6.8351
H 1.4573 0.0497 7.6406
H 2.8221 0.7288 8.5461
H 3.2095 0.2175 5.6180
H 4.3701 0.0783 6.9108
H 2.2349 -1.8739 6.0658
H 2.8784 -1.9477 7.6873
H 4.8044 -2.9295 7.0088
H 5.0220 -1.8146 5.6717
H 2.8396 -3.6962 5.0969
H 4.2984 -4.5624 5.4890
H 5.5101 -3.4612 3.6790
H 4.0033 -4.1163 3.0811
H 3.0297 -1.7317 3.5929
H 4.7293 -1.2271 3.5179
H 5.0169 -1.9961 1.3390
H 3.4898 -2.7904 1.2296
H 3.8679 0.2280 1.6222
H 3.9262 -0.4985 0.0584
H 0.2859 0.1693 0.2283
H 2.1304 0.9445 -0.0855
H 1.2656 -2.6694 1.1241
H 1.0592 -1.6917 2.5978
H -1.1135 -0.8282 1.4028
H -0.8950 -2.2820 0.3987
H -1.1760 -3.1053 5.0624
H -0.0065 -1.9100 4.5523
H -1.4505 -1.3783 5.4360
H -0.1486 2.9753 1.2302
H 0.5480 5.2897 0.8811
H 2.8459 6.0112 1.4756
H 3.6989 2.0602 2.8566
H 1.9871 0.5800 -2.6389
H 2.5541 -0.9162 -3.4359
H 3.5539 -0.1271 -2.1789
C -5.7971 1.4565 3.3220
O -5.8953 2.5006 4.3096
P -4.8211 3.6756 4.3211
O -4.4186 4.1365 2.9952
O -3.6526 3.1620 5.2613
C -2.7419 2.1775 4.7387
O -5.5123 4.7600 5.2230
C -5.9332 4.4544 6.5598
H -6.7209 1.4444 2.7476
H -4.9597 1.6232 2.6468
H -5.6674 0.5047 3.8327
H -2.4544 2.4119 3.7145
H -3.2058 1.1911 4.7728
H -1.8573 2.1831 5.3691
H -5.7264 3.4186 6.8203
H -7.0030 4.6395 6.6283
H -5.4004 5.1125 7.2427
C 0.3530 -5.0286 -7.5349
O 1.1104 -3.8366 -7.7994
P 2.6494 -3.7491 -7.4163
O 3.4136 -4.9777 -7.6182
O 2.6962 -3.1346 -5.9555
C 2.4016 -3.9652 -4.8188
O 3.1270 -2.5224 -8.2795
C 2.4834 -1.2474 -8.1576
H -0.0639 -5.3831 -8.4729
H 0.9734 -5.8078 -7.0930
H -0.4639 -4.7797 -6.8612
H 2.8591 -4.9482 -4.9297
H 1.3224 -4.0605 -4.6972
H 2.8072 -3.4703 -3.9408
H 1.6626 -1.2756 -7.4438
H 2.1025 -0.9669 -9.1383
H 3.2237 -0.5208 -7.8291
C -5.1868 1.2052 -3.1872
O -5.2384 2.2738 -2.2349
P -4.1713 3.4600 -2.3114
O -3.8274 3.8692 -3.6719
O -2.9560 2.9928 -1.4055
C -2.0232 2.0195 -1.8957
O -4.8259 4.5640 -1.4155
C -5.1573 4.2772 -0.0386
H -6.1398 1.1666 -3.7117
H -4.3904 1.3571 -3.9144
H -5.0260 0.2697 -2.6535
H -1.7807 2.2039 -2.9421
H -2.4248 1.0133 -1.7740
H -1.1241 2.1071 -1.2921
H -4.9081 3.2537 0.2281
H -6.2252 4.4383 0.0917
H -4.6020 4.9502 0.6058
C -2.4549 -3.8810 -12.0669
O -2.0943 -2.8487 -11.1414
P -2.5088 -2.9674 -9.6066
O -2.4622 -4.3227 -9.0666
O -3.9301 -2.2554 -9.4956
C -5.0958 -2.9622 -9.9254
O -1.5673 -1.9312 -8.9146
C -1.5340 -0.5487 -9.3027
H -1.5440 -4.2707 -12.5159
H -2.9783 -4.6966 -11.5697
H -3.0866 -3.4488 -12.8419
H -5.0462 -4.0074 -9.6196
H -5.2037 -2.8924 -11.0094
H -5.9496 -2.4873 -9.4504
H -2.2182 -0.3439 -10.1235
H -0.5177 -0.3110 -9.6080
H -1.8106 0.0514 -8.4393

# 7
41
Properties=species:S:1:pos:R:3 method="wB97M-V/def2-TZVPD" homo_energy_ev=-4.989 e_lumo_ev=2.357 total_charge=-1
Cl 0.9562 -2.5867 2.5878
O 0.9234 -1.7058 3.6687
O 2.3071 -3.0625 2.2368
O -0.0223 -3.6737 2.7969
O 0.3687 -1.9055 1.4912
C 2.8210 5.3611 -0.2572
O 3.8924 4.5013 -0.0295
C 3.6916 3.4117 0.7190
O 2.6420 3.0252 1.2169
O 4.8260 2.9098 0.9997
C 5.0460 1.9217 1.9535
H 1.9896 4.7484 -0.6058
H 3.0512 6.1574 -0.9650
H 2.5516 5.9495 0.6199
H 6.0914 1.7275 2.1937
H 4.5494 0.9955 1.6642
H 4.6130 2.1982 2.9148
C 2.8959 -0.5761 -3.4068
O 2.5765 0.4094 -4.5083
C 1.6029 1.3835 -4.2437
O 0.9738 1.5773 -3.2184
O 1.5478 2.1591 -5.3822
C 0.8869 3.3537 -5.4645
H 3.6829 -1.2554 -3.7345
H 2.1514 -1.2013 -2.9140
H 3.2813 -0.0030 -2.5636
H -0.1942 3.2155 -5.4845
H 1.0510 3.8148 -6.4384
H 1.2095 3.9587 -4.6171
C -6.7970 -3.7350 0.4951
O -6.3546 -3.8923 1.8405
C -5.5350 -2.9761 2.5851
O -5.1320 -1.8911 2.1531
O -5.3780 -3.3747 3.8524
C -5.5026 -4.7701 4.2111
H -7.1822 -2.7162 0.4515
H -7.6512 -4.3863 0.3107
H -5.9769 -3.8645 -0.2112
H -6.3275 -5.2861 3.7199
H -5.5919 -4.6651 5.2923
H -4.5352 -5.2520 4.0697

# 8
96
Properties=species:S:1:pos:R:3 method="wB97M-V/def2-TZVPD" homo_energy_ev=-3.941 e_lumo_ev=1.458 total_charge=-1
O -5.2592 4.3329 1.4012
P -4.8131 5.6328 2.2896
O -4.5995 4.8713 3.7237
S -6.3585 6.8718 2.3935
P -2.8437 6.7992 1.6034
C -2.5469 5.6130 0.0960
C -2.2470 4.0949 0.1637
C -1.5254 3.4343 1.3251
F -2.1367 3.6151 2.5205
Br -1.6521 1.4552 1.0007
C -0.0002 3.6990 1.5070
F 0.3549 3.3717 2.7624
F 0.7238 2.9197 0.6685
Br 0.5988 5.5002 1.1672
H -5.9593 4.6386 0.8105
H -4.3513 5.5763 4.3410
H -3.7619 7.5528 0.7649
H -3.2238 7.6385 2.7450
H -2.0227 5.9850 2.4980
H -1.7053 7.6478 1.2826
H -1.7725 6.1116 -0.5074
H -3.4749 5.6932 -0.4916
H -1.6752 3.7840 -0.7274
H -3.2000 3.5546 0.0928
O -0.9634 0.6978 -3.2061
C -0.1600 0.1772 -2.4841
O -0.5178 -0.6193 -1.4601
C 0.6417 -1.0353 -0.7043
C 1.8096 -0.8928 -1.6736
C 1.3535 0.2839 -2.5355
H 0.7318 -0.3727 0.1588
H 0.4760 -2.0482 -0.3502
H 2.7599 -0.7396 -1.1681
H 1.8981 -1.7907 -2.2823
H 1.6329 1.2493 -2.1080
H 1.6946 0.2414 -3.5668
O -0.3277 -2.7720 2.0567
C -1.5075 -2.5728 2.1210
O -2.3106 -2.6578 1.0400
C -3.6601 -2.2787 1.3860
C -3.7597 -2.4920 2.8901
C -2.3298 -2.1897 3.3370
H -3.8025 -1.2315 1.1109
H -4.3512 -2.8978 0.8254
H -4.5185 -1.8645 3.3512
H -4.0086 -3.5338 3.0969
H -2.1701 -1.1262 3.5263
H -2.0032 -2.7604 4.2021
O 2.9793 -3.8558 -0.9226
C 3.0109 -4.5615 -1.8857
O 2.9966 -4.0667 -3.1474
C 2.9499 -5.1338 -4.1095
C 3.4883 -6.3573 -3.3759
C 3.0505 -6.0777 -1.9404
H 1.9114 -5.2608 -4.4254
H 3.5516 -4.8415 -4.9662
H 3.1197 -7.2969 -3.7836
H 4.5752 -6.3582 -3.4269
H 2.0455 -6.4466 -1.7263
H 3.7346 -6.4566 -1.1862
O -6.3431 -4.1410 1.1420
C -6.7529 -4.3074 0.0313
O -7.9909 -3.9170 -0.3479
C -8.2474 -4.3066 -1.7073
C -6.8706 -4.4844 -2.3404
C -6.0394 -4.9478 -1.1455
H -8.8194 -5.2373 -1.6927
H -8.8481 -3.5292 -2.1721
H -6.8768 -5.1758 -3.1801
H -6.5005 -3.5221 -2.6947
H -6.0709 -6.0303 -1.0077
H -5.0015 -4.6265 -1.1736
O 6.6361 -5.0576 -4.0724
C 7.3735 -5.5869 -3.2960
O 6.9127 -6.3707 -2.2894
C 7.9946 -6.7905 -1.4406
C 9.2465 -6.6782 -2.3062
C 8.8866 -5.5081 -3.2203
H 8.0270 -6.1248 -0.5760
H 7.7841 -7.8014 -1.1011
H 10.1513 -6.5295 -1.7214
H 9.3689 -7.5862 -2.8979
H 9.1479 -4.5437 -2.7812
H 9.3146 -5.5687 -4.2167
O 0.5424 10.2074 4.0712
C 1.4860 9.6015 3.6660
O 1.5449 9.0781 2.4173
C 2.7682 8.3529 2.2291
C 3.7339 8.9243 3.2644
C 2.7831 9.2936 4.3989
H 2.5789 7.2908 2.3931
H 3.0921 8.5014 1.2015
H 4.5180 8.2218 3.5406
H 4.2073 9.8264 2.8733
H 2.5976 8.4605 5.0789
H 3.0963 10.1592 4.9759